The following is a quantum chemistry calculation of 13 unconnected molecules or ions with the total composition H26O13 in a non-equilibrium geometry, from the OMol25 dataset.

The orbital gap is 0.3736 Eh. The molecular weight is 234.2 g mol⁻¹. The energy comes out at -27036.8649 eV. The value obtained for the strongest force on any atom is 5.59 eV/A.

Bonds (Å) are listed after each position.
Geometry (Å):
1 H 0.8315 -0.4523 -0.8207  O27 0.909
2 H 0.9571 0.2405 0.4341  O27 0.994
3 H -0.0677 -1.6633 -2.3519  O28 0.934
4 H -0.4930 -1.8679 -0.9530  O28 0.970
5 H -1.0368 0.6622 -3.9371  O29 0.963
6 H -2.4077 1.0326 -3.3466  O29 0.971
7 H -3.4614 -1.1510 0.9388  O30 0.975
8 H -4.1361 -2.4515 1.2866  O30 0.962
9 H -0.1836 1.1940 2.5231  O31 0.893
10 H -0.2042 2.2446 3.5757  O31 0.962
11 H 2.8486 0.2216 -3.5030  O32 0.896
12 H 2.3307 -0.3874 -2.1818  O32 1.004
13 H -0.5593 -3.4144 0.5810  O33 0.958
14 H -1.6613 -2.3981 0.7801  O33 1.012
15 H 4.8810 -0.5432 -0.6370  O34 0.976
16 H 5.4851 0.8922 -0.7876  O34 0.900
17 H 0.4574 3.0134 1.8938  O35 0.975
18 H 0.0767 3.1460 0.3970  O35 0.922
19 H 2.6826 -2.0615 0.5549  O36 1.028
20 H 3.9366 -2.6010 -0.2782  O36 0.928
21 H -0.1672 5.8354 -0.6380  O37 0.957
22 H -0.7124 4.3988 -0.4902  O37 0.940
23 H -3.6786 -0.5267 -1.1362  O38 0.936
24 H -5.0809 -0.7984 -1.8006  O38 0.974
25 H 0.2959 -0.5071 4.3725  O39 0.984
26 H -0.4972 -1.7069 3.5420  O39 1.018
27 O 0.2870 0.0180 -0.2650  H1 0.909, H2 0.994
28 O -0.7888 -2.0056 -1.8660  H3 0.934, H4 0.970
29 O -1.4698 0.9271 -3.1182  H5 0.963, H6 0.971
30 O -3.4090 -2.1081 0.7589  H7 0.975, H8 0.962
31 O 0.2114 1.4263 3.2891  H9 0.893, H10 0.962
32 O 3.0665 -0.3674 -2.8642  H11 0.896, H12 1.004
33 O -0.9246 -2.8759 1.2841  H13 0.958, H14 1.012
34 O 5.2136 0.2650 -0.2017  H15 0.976, H16 0.900
35 O -0.0105 3.5449 1.2232  H17 0.975, H18 0.922
36 O 3.3833 -2.8048 0.4380  H19 1.028, H20 0.928
37 O -0.9335 5.3091 -0.4094  H21 0.957, H22 0.940
38 O -4.1375 -0.6063 -1.9484  H23 0.936, H24 0.974
39 O -0.5426 -0.7662 3.9275  H25 0.984, H26 1.018